Formula: C3H7N3
Source: OMol25
Level of theory: ωB97M-V/def2-TZVPD

As for the largest force on an atom: 7.2 eV/Å. As for the spin multiplicity: 1. Its LUMO energy is -10.00 eV. Its total charge is +2.

Geometry as XYZ:
```
13
Properties=species:S:1:pos:R:3:forces:R:3
C -1.475 2.695 1.746 0.26 -6.51 -3.07
C -1.829 0.412 0.740 -0.27 -2.37 -2.01
C 2.573 -1.124 -1.075 1.98 0.10 -0.92
N -1.442 1.640 1.248 -0.39 4.30 2.31
N -1.048 -0.278 0.009 -0.20 2.01 1.55
N 1.325 -1.311 -1.052 -0.91 1.81 0.94
H -1.467 3.643 2.093 0.08 3.15 1.34
H -2.883 0.090 0.855 0.50 0.82 0.64
H 2.906 -0.268 -0.504 0.44 0.13 -0.19
H 3.352 -1.714 -1.712 -1.75 0.63 1.46
H -1.575 -1.076 -0.266 -0.47 -1.14 -0.54
H 0.606 -0.581 -0.620 1.50 -1.85 -0.58
H 0.956 -2.127 -1.462 -0.76 -1.09 -0.93
```
Forces are in eV/Å.